{"formula": "H12LiO6", "method": "ωB97M-V with the def2-TZVPD basis set", "multiplicity": 1, "lumo_ev": -3.4, "total_charge": 1, "fmax_ev_per_a": 2.61, "de_lowest_kj_mol": 61.6, "symbols": ["Li", "O", "H", "H", "O", "H", "H", "O", "H", "H", "O", "H", "H", "O", "H", "H", "O", "H", "H"], "positions_angstrom": [[-3.957, -2.489, 1.075], [-4.504, -0.890, -0.254], [-3.723, -0.824, -0.766], [-4.668, -0.066, 0.206], [-1.945, -2.481, 0.226], [-1.809, -1.670, -0.235], [-1.432, -2.565, 1.030], [-2.915, -3.951, 2.865], [-2.297, -4.124, 3.597], [-3.595, -4.600, 2.951], [-3.656, -1.043, 2.441], [-4.511, -0.758, 2.900], [-3.276, -1.695, 3.019], [-5.981, -2.685, 1.596], [-5.712, -3.398, 0.990], [-6.727, -2.279, 1.232], [-4.439, -4.329, 0.109], [-4.625, -4.271, -0.812], [-3.691, -4.960, 0.286]], "lowdin_charge": [0.701, -0.051, 0.026, 0.068, -0.049, 0.043, 0.056, -0.034, 0.087, 0.047, -0.113, 0.116, 0.011, -0.061, 0.003, 0.036, -0.066, 0.069, 0.112]}